Density functional theory data (ωB97M-V/def2-TZVPD) for an isolated molecule of C2HCl2NS in a non-equilibrium geometry.

Values from the calculation:
SMILES: N#CC(S)(Cl)Cl
HOMO energy, eV: -10.196
Lowest unoccupied orbital energy, eV: -0.671
Energy relative to the best compared isomer or geometry (same formula, charge and spin), kcal per mole: 20.24

```
! wB97M-V def2-TZVPD RIJCOSX def2/J DEFGRID3
* xyz 0 1
N 1.44 -1.69 -2.04
C 1.62 -1.04 -1.11
C 1.95 -0.15 -0.09
S 0.36 1.20 0.03
Cl 2.14 -0.93 1.43
Cl 3.29 1.01 -0.37
H -0.50 0.61 0.90
*
```

Results of the natural (NBO) charge analysis, in e, for atoms 1 through 2: N -0.20; C 0.17


Density functional theory data (ωB97M-V/def2-TZVPD) for a cluster of 2 separate species, C6H15BrSi in total.

Values from the calculation:
SMILES: CC/C=C/[SiH](C)C.Br
HOMO energy, eV: -9.488
Lowest unoccupied orbital energy, eV: 0.771
Energy relative to the best compared isomer or geometry (same formula, charge and spin), kcal per mole: 43.56

```
! wB97M-V def2-TZVPD RIJCOSX def2/J DEFGRID3
* xyz 0 1
C -1.65 -3.05 -0.62
C -0.46 -2.59 0.23
C -0.49 -1.11 0.43
C 0.40 -0.26 -0.06
Si 0.38 1.62 0.10
C -0.23 2.42 -1.52
C -0.74 2.21 1.52
H -2.59 -2.79 -0.13
H -1.62 -4.13 -0.76
H -1.63 -2.57 -1.59
H 0.47 -2.87 -0.27
H -0.50 -3.09 1.20
H -1.34 -0.74 1.00
H 1.23 -0.68 -0.63
H 1.77 2.05 0.38
H -0.83 1.73 -2.10
H -0.84 3.30 -1.31
H 0.60 2.74 -2.15
H -0.56 1.65 2.43
H -0.56 3.25 1.73
H -1.79 2.10 1.27
Br 5.14 -0.13 0.14
H 5.82 0.95 0.71
*
```

Results of the natural (NBO) charge analysis, in e, for atoms 1 through 2: C -0.59; C -0.44


Density functional theory data (ωB97M-V/def2-TZVPD) for a structure of composition C22H18N11O4S3Sc.

Values from the calculation:
HOMO energy, eV: -7.784
Lowest unoccupied orbital energy, eV: -1.091
Energy relative to the best compared isomer or geometry (same formula, charge and spin), kcal per mole: 29.36

```
! wB97M-V def2-TZVPD RIJCOSX def2/J DEFGRID3
* xyz 0 1
Sc 0.20 -0.99 -1.34
S 0.33 -2.11 0.92
C 2.08 -2.00 0.98
C 2.68 -1.27 2.01
C 4.04 -1.07 2.08
C 4.59 -0.29 3.16
N 5.01 0.33 4.03
C 4.87 -1.59 1.08
C 4.30 -2.33 0.05
C 2.93 -2.57 0.01
S 2.46 -3.72 -1.24
C 6.29 -1.35 1.08
N 7.42 -1.15 1.05
H 2.04 -0.83 2.77
H 4.94 -2.72 -0.73
S -1.89 -2.07 -2.15
C -3.01 -1.29 -1.05
N -4.12 -1.86 -0.74
N -4.92 -1.32 0.22
C -4.42 -0.89 1.49
C -3.27 -1.44 2.06
C -2.83 -1.00 3.29
C -3.54 -0.02 3.99
C -4.69 0.51 3.43
C -5.13 0.09 2.17
N -2.74 -0.03 -0.48
N -1.60 0.43 -0.67
C -1.40 1.71 -0.04
C -1.98 1.99 1.19
C -1.73 3.22 1.78
C -0.92 4.15 1.15
C -0.34 3.85 -0.08
C -0.57 2.62 -0.67
H -5.73 -1.91 0.31
H -2.72 -2.21 1.53
H -1.93 -1.42 3.72
H -3.20 0.32 4.96
H -5.25 1.27 3.96
H -6.00 0.53 1.72
H -2.61 1.25 1.67
H -2.17 3.44 2.74
H -0.72 5.10 1.62
H 0.29 4.58 -0.57
H -0.14 2.38 -1.63
N -0.24 -0.04 -4.24
N 1.01 0.40 -4.69
C 1.95 0.69 -3.77
N 3.20 0.87 -4.16
N 1.49 0.80 -2.51
N 2.36 0.85 -1.49
O 1.84 0.47 -0.43
O 3.51 1.23 -1.57
H -0.33 -1.04 -4.35
H -0.98 0.46 -4.70
H 1.31 0.19 -5.62
H 3.49 0.58 -5.08
H 3.89 1.09 -3.47
O 1.16 -3.04 -2.01
O 1.49 -1.82 -2.72
*
```

Results of the natural (NBO) charge analysis, in e, for atoms 1 through 2: Sc 1.31; S -0.27


Density functional theory data (ωB97M-V/def2-TZVPD) for a structure of composition C8H34B2O33 in a non-equilibrium geometry.

Values from the calculation:
HOMO energy, eV: -5.105
Lowest unoccupied orbital energy, eV: 3.825
Energy relative to the best compared isomer or geometry (same formula, charge and spin), kcal per mole: 0.00

```
! wB97M-V def2-TZVPD RIJCOSX def2/J DEFGRID3
* xyz -2 1
O -37.61 -22.30 19.33
C -37.53 -21.07 19.22
O -36.72 -20.39 19.99
B -37.09 -19.00 19.66
O -38.30 -19.08 18.71
C -38.56 -20.31 18.56
O -39.39 -20.78 17.81
O -36.04 -18.18 19.00
C -35.79 -17.19 19.79
O -34.66 -16.89 20.03
C -36.71 -17.22 20.87
O -37.47 -18.20 20.81
O -36.90 -16.37 21.72
O -32.84 -19.19 19.40
C -33.43 -19.70 18.39
O -33.84 -20.84 18.31
B -34.32 -20.95 16.95
O -34.00 -19.59 16.25
C -33.50 -18.87 17.13
O -33.23 -17.64 17.10
O -35.76 -21.05 16.92
C -35.97 -22.28 16.41
O -37.10 -22.65 16.05
C -34.69 -22.83 16.13
O -33.81 -21.98 16.19
O -34.54 -23.90 15.63
O -33.42 -16.64 22.46
H -34.02 -15.97 22.89
H -33.85 -16.61 21.62
O -38.46 -24.70 18.52
H -38.04 -23.90 18.96
H -38.88 -24.31 17.70
O -41.05 -19.40 17.18
H -41.09 -20.26 16.87
H -40.28 -19.12 16.64
O -36.63 -21.66 22.51
H -36.55 -21.61 23.52
H -36.98 -20.82 22.26
O -39.90 -17.59 21.84
H -39.48 -16.68 22.09
H -40.28 -17.62 20.88
O -41.23 -22.24 16.16
H -42.03 -22.14 16.61
H -41.36 -22.91 15.49
O -37.79 -16.80 18.41
H -37.30 -16.01 18.22
H -37.63 -17.50 17.82
O -34.88 -23.65 20.74
H -35.51 -22.85 20.68
H -35.38 -24.56 20.80
O -31.59 -16.20 19.24
H -31.90 -16.99 18.89
H -32.04 -15.93 20.13
O -35.16 -14.41 23.01
H -35.75 -15.02 22.64
H -35.56 -13.98 23.73
O -40.50 -17.27 19.19
H -40.70 -18.13 18.89
H -39.71 -17.25 18.57
O -41.18 -21.84 20.34
H -41.72 -21.13 20.53
H -40.54 -21.55 19.76
O -33.83 -20.52 21.74
H -33.41 -20.67 20.89
H -34.66 -20.86 21.50
O -38.53 -21.08 15.44
H -37.46 -21.41 15.54
H -38.80 -21.53 16.35
O -35.37 -13.38 21.01
H -34.92 -12.47 21.06
H -35.21 -13.94 21.88
O -38.55 -15.75 23.55
H -38.25 -15.63 22.72
H -38.10 -16.52 23.54
O -38.41 -15.11 20.70
H -37.87 -15.92 20.28
H -37.77 -14.29 20.67
*
```

Results of the Löwdin charge analysis, in e, for atoms 1 through 2: O 0.12; C -0.34


Density functional theory data (ωB97M-V/def2-TZVPD) for a cluster of 2 separate species, C4H12 in total in a non-equilibrium geometry.

Values from the calculation:
SMILES: CC.CC
HOMO energy, eV: -11.194
Lowest unoccupied orbital energy, eV: 1.110
Energy relative to the best compared isomer or geometry (same formula, charge and spin), kcal per mole: 28.15

```
! wB97M-V def2-TZVPD RIJCOSX def2/J DEFGRID3
* xyz 0 1
C 1.38 1.07 -1.34
C 2.52 0.70 -0.32
H 1.27 2.14 -1.50
H 1.61 0.53 -2.30
H 0.54 0.66 -0.71
H 2.72 -0.52 -0.32
H 2.42 1.04 0.66
H 3.58 1.00 -0.60
C -1.27 -0.78 0.58
C -2.67 -0.93 1.06
H -1.14 -1.01 -0.39
H -0.96 0.28 0.81
H -0.63 -1.54 1.20
H -2.87 -1.14 2.09
H -3.13 -1.74 0.47
H -3.22 -0.04 0.68
*
```

Results of the natural (NBO) charge analysis, in e, for atoms 1 through 2: C -0.62; C -0.60


Density functional theory data (ωB97M-V/def2-TZVPD) for a cluster of 2 separate species, C9H14O in total in a non-equilibrium geometry.

Values from the calculation:
SMILES: Cc1ccc(O)cc1.CC
HOMO energy, eV: -8.344
Lowest unoccupied orbital energy, eV: 0.901
Energy relative to the best compared isomer or geometry (same formula, charge and spin), kcal per mole: 56.17

```
! wB97M-V def2-TZVPD RIJCOSX def2/J DEFGRID3
* xyz 0 1
C 2.32 2.09 0.76
C 0.84 1.81 0.67
C -0.17 2.57 0.03
C -1.47 2.02 -0.02
C -1.61 0.68 0.45
O -2.84 0.01 0.20
C -0.77 0.06 1.34
C 0.54 0.67 1.47
H 2.95 1.11 0.89
H 2.53 2.95 1.35
H 2.68 2.48 -0.30
H -0.02 3.67 -0.34
H -2.29 2.59 -0.13
H -2.88 -0.86 0.50
H -1.21 -0.77 2.02
H 1.17 0.29 2.12
C 0.46 -2.03 -1.41
C -0.39 -3.27 -1.33
H -0.19 -1.25 -1.84
H 0.84 -1.76 -0.44
H 1.29 -2.19 -1.99
H 0.23 -4.06 -1.62
H -0.81 -3.54 -0.36
H -1.20 -3.29 -2.01
*
```

Results of the natural (NBO) charge analysis, in e, for atoms 1 through 2: C -0.63; C -0.06


Density functional theory data (ωB97M-V/def2-TZVPD) for an isolated molecule of C3H3OP in a non-equilibrium geometry.

Values from the calculation:
SMILES: OP=c1cc1
HOMO energy, eV: -8.143
Lowest unoccupied orbital energy, eV: 0.459
Energy relative to the best compared isomer or geometry (same formula, charge and spin), kcal per mole: 80.72

```
! wB97M-V def2-TZVPD RIJCOSX def2/J DEFGRID3
* xyz 0 1
O -0.55 -0.68 2.30
P -1.30 0.63 1.53
C -0.73 0.54 -0.06
C -0.16 0.98 -1.31
C 0.62 0.02 -1.01
H 0.11 -0.92 1.66
H -0.13 1.90 -1.88
H 1.34 -0.83 -1.25
*
```

Results of the natural (NBO) charge analysis, in e, for atoms 1 through 2: O -0.96; P 0.92


Density functional theory data (ωB97M-V/def2-TZVPD) for a structure of composition C8H14ClF6ORhRu in a non-equilibrium geometry.

Values from the calculation:
HOMO energy (spin up / spin down), eV: -1.176 / -4.909
Lowest unoccupied orbital energy (spin up / spin down), eV: 2.931 / -0.067
<S²>: 24.767

```
! wB97M-V def2-TZVPD RIJCOSX def2/J DEFGRID3
* xyz -1 10
Ru 2.06 0.92 -3.06
Cl 1.04 -0.90 -2.22
C 3.88 1.74 -3.11
C 1.24 2.09 -4.42
H 3.90 2.63 -3.76
H 4.17 1.99 -2.07
H 4.56 0.96 -3.49
H 1.94 2.89 -4.73
H 0.31 2.51 -4.00
H 0.98 1.44 -5.28
Rh -0.12 0.33 1.02
C 1.69 -0.43 0.98
C 0.10 2.06 1.43
H 2.34 0.27 0.43
H 2.05 -0.55 2.02
H 1.69 -1.41 0.47
H -0.69 2.82 1.26
H 1.03 2.38 1.94
C -1.14 -1.35 2.85
C -2.08 -1.40 1.61
O -1.52 -0.86 0.48
C -2.43 -2.88 1.16
F -3.04 -3.60 2.15
F -3.23 -2.90 0.07
F -1.28 -3.52 0.83
C -3.37 -0.53 1.91
F -4.07 -1.00 2.99
F -2.99 0.75 2.21
F -4.21 -0.46 0.86
H -0.56 -2.27 2.90
H -1.77 -1.27 3.75
H -0.49 -0.45 2.83
*
```

Results of the natural (NBO) charge analysis, in e, for atoms 1 through 2: Ru 1.38; Cl -0.47


Density functional theory data (ωB97M-V/def2-TZVPD) for a cluster of 2 separate species, C2H6S2 in total.

Values from the calculation:
SMILES: C=S.CS
HOMO energy, eV: -8.942
Lowest unoccupied orbital energy, eV: -0.407
Energy relative to the best compared isomer or geometry (same formula, charge and spin), kcal per mole: 32.21

```
! wB97M-V def2-TZVPD RIJCOSX def2/J DEFGRID3
* xyz 0 1
C -0.80 -3.58 -0.52
S -0.25 -2.23 -1.20
H -0.33 -4.54 -0.72
H -1.64 -3.58 0.16
C 0.25 2.38 -0.05
S 0.42 2.10 1.74
H -0.77 2.10 -0.31
H 0.95 1.75 -0.59
H 0.41 3.43 -0.27
H 1.76 2.16 1.76
*
```

Results of the natural (NBO) charge analysis, in e, for atoms 1 through 2: C -0.46; S 0.09


Density functional theory data (ωB97M-V/def2-TZVPD) for an isolated molecule of C20H16O8 in a non-equilibrium geometry.

Values from the calculation:
SMILES: COC1=CC([C@H]2c3cc4c(cc3[C@@H](O)[C@@H]3COC(=O)[C@H]32)OCO4)=CC(=O)C1=O
HOMO energy, eV: -8.602
Lowest unoccupied orbital energy, eV: -1.838
Energy relative to the best compared isomer or geometry (same formula, charge and spin), kcal per mole: 94.74

```
! wB97M-V def2-TZVPD RIJCOSX def2/J DEFGRID3
* xyz 0 1
C 3.65 2.52 -3.25
O 3.14 1.21 -3.80
C 2.36 0.35 -3.02
C 1.64 0.92 -1.97
C 0.96 0.11 -1.02
C 0.19 0.85 0.09
C -1.26 0.24 0.41
C -2.24 0.35 -0.63
C -3.47 -0.19 -0.44
C -3.79 -0.81 0.78
C -2.85 -0.89 1.85
C -1.53 -0.35 1.66
C -0.50 -0.64 2.76
O -0.66 -1.93 3.28
C 0.93 -0.35 2.20
C 2.03 0.01 3.27
O 2.74 1.01 2.71
C 2.14 1.47 1.56
O 2.67 2.07 0.63
C 0.80 0.92 1.36
O -5.12 -1.28 0.72
C -5.56 -1.09 -0.63
O -4.51 -0.38 -1.33
C 0.80 -1.24 -1.17
C 1.52 -1.89 -2.23
O 1.38 -3.15 -2.12
C 2.31 -1.12 -3.20
O 2.94 -1.69 -4.07
H 4.39 2.80 -3.99
H 2.87 3.27 -3.30
H 4.06 2.36 -2.18
H 1.66 2.02 -1.88
H 0.03 1.86 -0.28
H -2.04 0.81 -1.59
H -3.05 -1.43 2.76
H -0.87 0.02 3.59
H -1.59 -2.14 3.32
H 1.33 -1.15 1.65
H 1.64 0.24 4.22
H 2.65 -0.92 3.31
H 0.13 1.52 2.08
H -6.34 -0.46 -0.52
H -5.79 -2.04 -1.12
H 0.23 -1.81 -0.46
*
```

Results of the natural (NBO) charge analysis, in e, for atoms 1 through 2: C -0.25; O -0.50


Density functional theory data (ωB97M-V/def2-TZVPD) for a structure of composition C56H62F3GeN5O4Rb in a non-equilibrium geometry.

Values from the calculation:
HOMO energy, eV: -3.584
Lowest unoccupied orbital energy, eV: 1.434
Energy relative to the best compared isomer or geometry (same formula, charge and spin), kcal per mole: 29.15

```
! wB97M-V def2-TZVPD RIJCOSX def2/J DEFGRID3
* xyz -1 1
Rb 0.82 1.52 -0.04
O -0.65 2.13 4.54
C -0.43 2.21 3.31
N 0.71 2.10 2.66
C 1.85 1.97 3.53
C 3.05 1.29 2.90
C 3.94 0.60 3.71
C 5.08 0.05 3.16
C 5.31 0.20 1.80
C 4.36 0.88 1.06
N 3.25 1.41 1.59
C -1.66 2.53 2.44
C -2.89 2.70 3.08
C -4.00 3.03 2.33
C -3.86 3.19 0.96
C -2.60 2.99 0.41
N -1.53 2.67 1.12
H 1.60 1.45 4.47
H 2.19 2.96 3.85
H 3.73 0.49 4.77
H 5.79 -0.50 3.77
H 6.18 -0.21 1.31
H 4.48 1.01 -0.01
H -2.91 2.57 4.16
H -4.96 3.18 2.80
H -4.70 3.46 0.32
H -2.44 3.10 -0.66
C 2.58 3.20 -2.31
C 1.91 2.45 -3.31
C 0.56 2.91 -3.33
C 0.45 3.91 -2.32
C 1.69 4.10 -1.70
C 2.02 5.17 -0.68
C 3.32 4.83 0.06
C 0.90 5.30 0.36
C 2.20 6.52 -1.38
C -0.66 2.50 -4.16
C -1.12 1.07 -3.81
C -0.45 2.66 -5.67
C -1.86 3.40 -3.84
C 2.75 1.60 -4.28
C 3.17 2.46 -5.49
C 2.11 0.31 -4.81
C 4.05 1.14 -3.60
H 3.63 3.13 -2.07
H -0.45 4.45 -2.08
H 3.25 3.87 0.57
H 3.54 5.60 0.81
H 4.17 4.79 -0.63
H 0.77 4.37 0.92
H -0.05 5.53 -0.12
H 1.13 6.09 1.07
H 2.99 6.46 -2.13
H 2.44 7.31 -0.67
H 1.28 6.80 -1.90
H -0.33 0.33 -3.96
H -1.99 0.78 -4.41
H -1.40 1.05 -2.76
H 0.34 2.03 -6.07
H -0.18 3.70 -5.90
H -1.37 2.42 -6.21
H -2.15 3.32 -2.79
H -2.72 3.11 -4.45
H -1.63 4.45 -4.04
H 2.31 2.81 -6.05
H 3.82 1.90 -6.17
H 3.71 3.34 -5.14
H 1.20 0.47 -5.38
H 1.87 -0.38 -3.99
H 2.82 -0.20 -5.47
H 4.69 1.99 -3.35
H 4.61 0.49 -4.27
H 3.84 0.60 -2.67
O 1.35 -0.52 -1.69
N 2.01 -0.90 -0.83
O 2.90 -2.08 1.40
C 1.82 -1.58 1.47
O 1.17 -1.03 0.37
C 0.93 -1.44 2.67
C -0.50 -1.93 2.45
Ge -0.67 -3.85 2.14
C -2.55 -4.39 2.23
C -3.03 -5.33 3.14
C -4.37 -5.71 3.13
C -5.24 -5.16 2.20
C -4.77 -4.23 1.28
C -3.44 -3.85 1.30
C 0.37 -4.72 3.53
C 1.59 -5.36 3.30
C 2.35 -5.86 4.35
C 1.90 -5.73 5.66
C 0.71 -5.07 5.91
C -0.05 -4.57 4.86
C -0.07 -4.31 0.34
C -0.35 -3.42 -0.70
C -0.04 -3.73 -2.02
C 0.57 -4.94 -2.32
C 0.85 -5.84 -1.30
C 0.52 -5.53 0.01
H 0.90 -0.37 2.91
H 1.43 -1.97 3.48
H -0.96 -1.37 1.63
H -1.07 -1.70 3.35
H -2.37 -5.78 3.86
H -4.73 -6.43 3.84
H -6.28 -5.45 2.18
H -5.44 -3.80 0.54
H -3.09 -3.13 0.56
H 1.97 -5.44 2.29
H 3.29 -6.35 4.14
H 2.49 -6.12 6.47
H 0.36 -4.94 6.93
H -0.97 -4.05 5.08
H -0.80 -2.46 -0.48
H -0.25 -3.02 -2.81
H 0.83 -5.18 -3.34
H 1.32 -6.79 -1.53
H 0.73 -6.26 0.79
F -6.82 -1.98 -1.72
C -6.55 -1.15 -0.70
F -7.20 0.00 -0.95
F -7.12 -1.68 0.40
C -5.08 -0.93 -0.52
C -4.19 -1.17 -1.56
C -2.85 -0.88 -1.35
N -2.38 -0.38 -0.21
C -3.24 -0.17 0.78
C -4.60 -0.43 0.68
H -4.53 -1.57 -2.50
H -2.13 -1.05 -2.14
H -2.84 0.23 1.70
H -5.26 -0.23 1.51
*
```

Results of the Löwdin charge analysis, in e, for atoms 1 through 2: Rb 0.93; O -0.06


Density functional theory data (ωB97M-V/def2-TZVPD) for a cluster of 2 separate species, C6H12N2O4S in total in a non-equilibrium geometry.

Values from the calculation:
HOMO energy, eV: -8.621
Lowest unoccupied orbital energy, eV: -0.408
Energy relative to the best compared isomer or geometry (same formula, charge and spin), kcal per mole: 135.89

```
! wB97M-V def2-TZVPD RIJCOSX def2/J DEFGRID3
* xyz 0 1
C -1.75 0.16 -0.58
C -0.20 -0.26 -0.51
C -2.40 0.08 0.78
C 2.07 0.22 -0.26
C 2.09 -1.10 0.55
C 2.90 1.55 0.31
H -1.81 -1.91 -0.90
H -1.57 -1.16 -2.45
H -2.02 1.16 -1.04
H -2.12 0.74 1.57
H -2.19 -0.84 1.38
H -4.36 0.30 2.03
H 0.66 1.72 -0.56
H 2.35 0.17 -1.31
H 2.60 1.65 1.42
H 3.95 1.31 0.04
H 3.73 3.30 -0.28
H 2.94 -2.75 0.64
N -2.17 -1.03 -1.44
N 0.79 0.74 -0.45
O 0.10 -1.46 -0.63
O 1.64 -1.14 1.62
O 2.56 2.73 -0.40
O 2.79 -2.13 -0.09
S -4.10 0.65 0.43
*
```

Results of the natural (NBO) charge analysis, in e, for atoms 1 through 2: C -0.17; C 0.70